No. 1
DFT (ωB97M-V/def2-TZVPD) results for C17H29N2O6P2ReS as an isolated structure.

Positions of all 58 atoms, in Å:
1 Re 0.10 -1.32 -0.43
2 N 0.25 -3.34 -1.19
3 C -1.00 -4.01 -0.72
4 C -1.15 -3.74 0.77
5 O -1.63 -4.60 1.51
6 N -0.68 -2.47 1.03
7 C -0.12 -2.13 2.35
8 C 1.38 -2.03 2.05
9 O 2.19 -2.17 2.88
10 O 1.75 -1.67 0.73
11 H 1.07 -3.84 -0.78
12 H 0.34 -3.45 -2.18
13 H -1.83 -3.59 -1.34
14 H -0.94 -5.08 -0.90
15 H -0.41 -1.13 2.67
16 H -0.30 -2.89 3.10
17 C -2.56 -1.76 -3.13
18 P -1.59 -0.60 -2.08
19 C -2.87 0.37 -1.26
20 C -0.81 0.41 -3.43
21 C 0.64 0.88 -3.13
22 P 1.49 -0.54 -2.26
23 C 1.60 -1.81 -3.58
24 C 3.21 -0.18 -1.86
25 H -3.06 -1.14 -3.87
26 H -3.32 -2.27 -2.53
27 H -1.91 -2.47 -3.65
28 H -3.73 0.55 -1.88
29 H -2.44 1.33 -0.94
30 H -3.17 -0.16 -0.37
31 H -1.47 1.24 -3.68
32 H -0.77 -0.27 -4.27
33 H 0.63 1.75 -2.47
34 H 1.11 1.12 -4.09
35 H 2.01 -1.33 -4.47
36 H 0.63 -2.22 -3.87
37 H 2.28 -2.61 -3.27
38 H 3.85 -0.32 -2.74
39 H 3.48 -0.95 -1.14
40 H 3.32 0.82 -1.48
41 C 0.24 4.80 5.61
42 C 0.23 3.96 4.35
43 C -0.97 3.52 3.77
44 C -0.97 2.74 2.63
45 C 0.24 2.37 2.06
46 C 1.44 2.82 2.60
47 C 1.41 3.57 3.76
48 S 0.32 1.75 0.45
49 O 1.69 1.48 0.07
50 O -0.51 2.56 -0.42
51 O -0.44 0.34 0.55
52 H -0.73 4.83 6.10
53 H 0.48 5.83 5.30
54 H 0.99 4.48 6.32
55 H -1.88 3.84 4.18
56 H -1.91 2.38 2.22
57 H 2.39 2.49 2.12
58 H 2.38 3.86 4.20

The gap between HOMO and LUMO (spin up / spin down) is 8.83 / 7.14 eV. The value obtained for the energy above the lowest of the compared OMol25 structures with the same formula, charge and spin is 0.00 kJ/mol. Its electronic energy is -2385.179896 Ha. The multiplicity is 4. The charge is +1. The LUMO energy (spin up / spin down) comes out at -2.658 / -4.726 eV. The calculation puts the largest force on an atom at 2.1 eV Å⁻¹.


No. 2
DFT (ωB97M-V/def2-TZVPD) results for one molecule with the formula C17H29N3O2S.

Positions of all 52 atoms, in Å:
1 C 4.82 -0.67 5.44
2 C 4.08 -1.12 4.19
3 C 2.92 -0.19 3.86
4 C 2.17 -0.65 2.60
5 N 1.02 0.14 2.21
6 C -0.08 0.11 3.16
7 H -0.04 -0.84 3.68
8 C -1.42 0.21 2.42
9 N -1.41 -0.70 1.31
10 C -2.46 -1.46 0.96
11 O -3.53 -1.46 1.53
12 C -2.18 -2.33 -0.28
13 N -2.04 -1.52 -1.47
14 C -0.85 -0.95 -1.81
15 O 0.17 -1.13 -1.15
16 C -0.85 -0.13 -3.02
17 C 0.25 0.46 -3.57
18 C -0.04 1.21 -4.73
19 C -1.37 1.18 -5.04
20 S -2.28 0.24 -3.94
21 H -1.87 1.66 -5.86
22 H 0.69 1.74 -5.30
23 H 1.23 0.35 -3.15
24 H -2.88 -1.25 -1.96
25 H -1.25 -2.87 -0.13
26 H -3.01 -3.02 -0.42
27 H -0.53 -0.77 0.81
28 H -1.58 1.24 2.06
29 H -2.25 -0.05 3.08
30 H -0.02 0.92 3.91
31 C 1.33 1.46 1.69
32 H 0.39 2.01 1.62
33 C 1.94 1.37 0.28
34 C 1.86 2.70 -0.48
35 C 0.44 3.05 -0.93
36 H -0.21 3.24 -0.08
37 H 0.02 2.23 -1.50
38 H 0.45 3.94 -1.55
39 H 2.25 3.50 0.15
40 H 2.50 2.63 -1.36
41 H 1.42 0.59 -0.27
42 H 2.99 1.09 0.36
43 H 1.99 2.03 2.35
44 H 1.82 -1.68 2.75
45 H 2.86 -0.67 1.75
46 H 2.22 -0.15 4.70
47 H 3.30 0.82 3.70
48 H 3.69 -2.13 4.35
49 H 4.77 -1.16 3.35
50 H 4.16 -0.64 6.30
51 H 5.23 0.33 5.30
52 H 5.64 -1.35 5.66

The gap between HOMO and LUMO is 8.53 eV. The value obtained for the energy above the lowest of the compared OMol25 structures with the same formula, charge and spin is 4.96 kJ/mol. Its electronic energy is -1378.144123 Ha. The LUMO energy comes out at 0.244 eV. As for the SMILES: CCCCN(CCCC)CCNC(=O)CNC(=O)c1cccs1. The calculation puts the largest force on an atom at 0.7 eV Å⁻¹.


No. 3
DFT (ωB97M-V/def2-TZVPD) results for a 2-piece molecular cluster, C17H29N3O4 overall.

Positions of all 53 atoms, in Å:
1 O -3.28 2.84 3.16
2 O 1.52 2.41 -2.38
3 O 0.33 -0.28 1.20
4 O 5.18 0.98 0.94
5 C -3.94 1.83 2.92
6 C 2.34 1.93 -1.61
7 C 1.24 -0.84 0.63
8 C 4.21 1.74 0.92
9 C -3.76 1.14 1.65
10 C -1.70 -2.79 -1.70
11 C -2.21 -2.45 -0.46
12 C -4.39 -0.03 1.26
13 N 1.00 -1.86 -0.15
14 N 4.34 3.07 0.93
15 N 2.01 1.78 -0.33
16 C 3.69 1.51 -2.15
17 C -1.46 -1.79 -2.80
18 C -1.39 -4.24 -1.98
19 C -5.41 -0.75 2.10
20 C 5.63 3.77 1.00
21 C -2.47 -1.05 0.05
22 C -3.95 -0.68 -0.03
23 C 2.67 -0.35 0.76
24 C 2.78 1.19 0.78
25 H -4.61 1.46 3.68
26 H -3.03 1.58 0.98
27 H -2.39 -3.24 0.26
28 H 0.03 -2.11 -0.27
29 H 1.74 -2.33 -0.63
30 H 3.50 3.62 0.87
31 H 1.06 2.05 -0.12
32 H 3.97 0.52 -1.78
33 H 3.64 1.47 -3.23
34 H 4.44 2.24 -1.85
35 H -1.84 -2.18 -3.75
36 H -0.38 -1.60 -2.91
37 H -1.96 -0.83 -2.61
38 H -1.99 -4.59 -2.83
39 H -1.62 -4.87 -1.12
40 H -0.33 -4.35 -2.22
41 H -6.32 -0.92 1.51
42 H -5.70 -0.19 2.99
43 H -5.01 -1.72 2.42
44 H 5.49 4.83 0.81
45 H 6.31 3.35 0.26
46 H 6.07 3.63 1.99
47 H -1.87 -0.31 -0.49
48 H -2.13 -1.02 1.09
49 H -4.12 0.01 -0.87
50 H -4.56 -1.57 -0.21
51 H 3.09 -0.76 1.68
52 H 3.26 -0.75 -0.06
53 H 2.27 1.50 1.70

The gap between HOMO and LUMO is 9.58 eV. The value obtained for the energy above the lowest of the compared OMol25 structures with the same formula, charge and spin is 234.46 kJ/mol. Its electronic energy is -1130.410666 Ha. The LUMO energy comes out at 0.531 eV. As for the SMILES: CNC(=O)[C@H](CC(N)=O)NC(C)=O.CC(C)=CCC/C(C)=C/C=O. The calculation puts the largest force on an atom at 2.7 eV Å⁻¹.


No. 4
DFT (ωB97M-V/def2-TZVPD) results for C17H29N4ORuS2 as an isolated structure.

Positions of all 54 atoms, in Å:
1 Ru -0.35 0.35 -0.33
2 N -1.46 -0.97 1.23
3 C -2.50 -0.08 1.75
4 C -1.85 1.19 2.25
5 N -1.16 1.92 1.17
6 C -1.91 3.02 0.55
7 C -2.57 2.53 -0.72
8 N -1.53 1.89 -1.54
9 H -1.85 -1.87 0.97
10 H -0.76 -1.13 1.95
11 H -3.05 -0.52 2.59
12 H -3.22 0.13 0.96
13 H -1.10 0.93 3.00
14 H -2.61 1.81 2.73
15 H -0.28 2.27 1.54
16 H -1.22 3.82 0.29
17 H -2.66 3.43 1.23
18 H -3.04 3.38 -1.22
19 H -3.35 1.80 -0.51
20 H -0.84 2.59 -1.82
21 H -1.93 1.50 -2.39
22 S 2.03 -0.56 -4.03
23 C 2.93 0.60 -3.16
24 C 2.33 0.97 -1.99
25 C 1.09 0.30 -1.79
26 C 0.80 -0.56 -2.82
27 C -0.39 -1.36 -2.84
28 C -0.71 -2.29 -3.82
29 C -1.88 -3.01 -3.71
30 C -2.73 -2.78 -2.63
31 C -2.36 -1.82 -1.71
32 N -1.22 -1.13 -1.80
33 H 3.87 0.95 -3.55
34 H 2.74 1.71 -1.32
35 H -0.04 -2.45 -4.66
36 H -2.13 -3.76 -4.46
37 H -3.66 -3.31 -2.53
38 H -3.01 -1.59 -0.87
39 C 2.54 1.28 4.18
40 C 3.18 0.41 3.10
41 S 1.93 -0.61 2.30
42 O 1.07 0.38 1.49
43 C 2.97 -1.42 1.07
44 C 2.16 -2.46 0.31
45 H 3.32 1.78 4.75
46 H 1.95 0.68 4.87
47 H 1.90 2.05 3.74
48 H 3.88 -0.31 3.53
49 H 3.67 1.00 2.33
50 H 3.82 -1.87 1.59
51 H 3.32 -0.62 0.41
52 H 1.87 -3.28 0.96
53 H 2.74 -2.87 -0.51
54 H 1.26 -2.01 -0.11

The gap between HOMO and LUMO (spin up / spin down) is 7.23 / 7.12 eV. The value obtained for the energy above the lowest of the compared OMol25 structures with the same formula, charge and spin is 200.34 kJ/mol. Its electronic energy is -1850.163128 Ha. The multiplicity is 2. The charge is +2. The LUMO energy (spin up / spin down) comes out at -6.703 / -6.876 eV. The calculation puts the largest force on an atom at 1.9 eV Å⁻¹.


No. 5
DFT (ωB97M-V/def2-TZVPD) results for one molecule with the formula C17H29N5O7.

Positions of all 58 atoms, in Å:
1 C 0.08 4.33 0.75
2 O 1.24 3.57 0.44
3 C 1.12 2.90 -0.79
4 C 2.40 2.14 -1.06
5 O 2.63 1.28 0.04
6 C 3.47 0.18 -0.24
7 C 2.70 -0.94 -0.94
8 O 3.25 -1.78 -1.63
9 N 1.37 -0.90 -0.69
10 C 0.42 -1.82 -1.27
11 C -0.54 -1.15 -2.27
12 O 0.14 -0.45 -3.29
13 C 1.01 -1.24 -4.09
14 C -1.58 -2.19 -2.77
15 C -2.91 -1.82 -2.09
16 N -2.54 -0.87 -1.04
17 C -2.77 -1.15 0.27
18 O -3.55 -2.02 0.62
19 C -2.03 -0.30 1.28
20 C -2.45 -0.55 2.72
21 C -1.57 0.23 3.69
22 N -0.16 -0.11 3.53
23 C 0.77 0.51 2.74
24 O 0.44 1.63 2.09
25 N 1.89 -0.13 2.71
26 N 1.72 -1.26 3.54
27 C 0.51 -1.20 3.98
28 O -0.10 -2.07 4.80
29 C -1.42 -0.10 -1.56
30 H 0.25 4.80 1.71
31 H -0.10 5.09 -0.01
32 H -0.80 3.68 0.82
33 H 0.28 2.19 -0.76
34 H 0.93 3.60 -1.62
35 H 2.27 1.57 -1.99
36 H 3.25 2.83 -1.18
37 H 4.32 0.45 -0.86
38 H 3.83 -0.20 0.72
39 H 1.07 -0.19 -0.05
40 H 0.98 -2.61 -1.76
41 H -0.18 -2.29 -0.48
42 H 1.35 -0.59 -4.90
43 H 1.88 -1.59 -3.53
44 H 0.49 -2.09 -4.53
45 H -1.66 -2.13 -3.86
46 H -1.27 -3.20 -2.51
47 H -3.59 -1.33 -2.80
48 H -3.43 -2.66 -1.65
49 H -0.96 -0.51 1.18
50 H -2.15 0.76 1.03
51 H -3.49 -0.27 2.88
52 H -2.38 -1.62 2.94
53 H -1.65 1.31 3.52
54 H -1.85 0.03 4.72
55 H 1.20 1.92 1.56
56 H 0.53 -2.76 5.02
57 H -0.90 0.45 -0.78
58 H -1.77 0.61 -2.31

The gap between HOMO and LUMO is 9.30 eV. The value obtained for the energy above the lowest of the compared OMol25 structures with the same formula, charge and spin is 44.25 kJ/mol. Its electronic energy is -1465.661217 Ha. The LUMO energy comes out at 0.550 eV. As for the SMILES: COCCOCC(=O)NC[C@@]1(OC)CCN(C(=O)CCCn2c(O)nnc2O)C1. The calculation puts the largest force on an atom at 0.5 eV Å⁻¹.


No. 6
DFT (ωB97M-V/def2-TZVPD) results for C17H29N8O3ReS as an isolated structure.

Positions of all 59 atoms, in Å:
1 Re 0.33 0.49 0.88
2 C -2.84 3.46 0.74
3 C -1.64 2.60 0.52
4 N -1.34 1.59 1.32
5 N -2.14 1.32 2.37
6 C -1.79 0.37 3.17
7 N -2.64 -0.04 4.14
8 S -0.27 -0.51 3.03
9 C -0.77 2.76 -0.60
10 C -1.00 3.69 -1.63
11 C -0.11 3.80 -2.66
12 C 1.02 2.97 -2.68
13 C 1.17 2.05 -1.67
14 N 0.32 1.93 -0.65
15 H -3.20 3.32 1.76
16 H -3.64 3.18 0.05
17 H -2.60 4.51 0.58
18 H -3.39 0.60 4.37
19 H -2.25 -0.57 4.90
20 H -1.89 4.29 -1.61
21 H -0.26 4.52 -3.46
22 H 1.74 3.04 -3.48
23 H 2.01 1.36 -1.67
24 N -1.70 -0.49 -0.62
25 C -1.54 -1.91 -0.94
26 C -2.63 -2.79 -0.32
27 C -2.76 -2.73 1.22
28 C -2.39 -4.05 1.91
29 N -0.98 -4.35 1.73
30 C 0.00 -3.88 2.50
31 N -0.16 -3.69 3.81
32 N 1.20 -3.71 1.95
33 C -0.12 -2.39 -0.53
34 O 0.11 -3.61 -0.58
35 O 0.73 -1.55 -0.15
36 H -2.61 -0.32 -0.19
37 H -1.64 0.08 -1.45
38 H -1.57 -2.07 -2.03
39 H -2.42 -3.82 -0.63
40 H -3.58 -2.50 -0.77
41 H -3.79 -2.49 1.48
42 H -2.13 -1.94 1.62
43 H -2.96 -4.87 1.48
44 H -2.63 -4.00 2.97
45 H -0.72 -4.42 0.74
46 H -1.03 -3.91 4.27
47 H 0.57 -3.28 4.36
48 H 1.26 -3.68 0.93
49 H 1.95 -3.32 2.49
50 C 4.03 1.38 2.71
51 O 2.67 1.21 2.31
52 C 2.31 0.50 1.27
53 C 3.39 -0.18 0.48
54 H 4.60 1.90 1.93
55 H 4.51 0.43 2.94
56 H 4.00 2.00 3.61
57 H 4.09 0.55 0.07
58 H 2.96 -0.76 -0.34
59 H 3.96 -0.86 1.12

The gap between HOMO and LUMO (spin up / spin down) is 5.79 / 6.54 eV. Its electronic energy is -1805.251276 Ha. The multiplicity is 2. The charge is +1. The LUMO energy (spin up / spin down) comes out at -3.015 / -3.162 eV. The calculation puts the largest force on an atom at 3.4 eV Å⁻¹.


No. 7
DFT (ωB97M-V/def2-TZVPD) results for C17H30AuN3O3PSSi2 as an isolated structure.

Positions of all 58 atoms, in Å:
1 Au -0.17 0.22 -0.37
2 C -2.21 1.76 1.78
3 Si -2.29 1.22 -0.01
4 C -2.21 2.71 -1.16
5 C -3.86 0.25 -0.35
6 C -4.98 1.02 -0.66
7 C -6.22 0.43 -0.86
8 C -6.36 -0.94 -0.75
9 C -5.25 -1.72 -0.44
10 C -3.99 -1.14 -0.22
11 Si -2.56 -2.27 0.25
12 C -3.04 -3.32 1.73
13 C -2.11 -3.35 -1.21
14 H -2.76 2.70 1.89
15 H -1.18 1.90 2.11
16 H -2.68 1.02 2.43
17 H -3.09 3.35 -1.00
18 H -2.18 2.42 -2.20
19 H -1.33 3.32 -0.94
20 H -4.91 2.10 -0.76
21 H -7.08 1.05 -1.10
22 H -7.32 -1.41 -0.91
23 H -5.37 -2.79 -0.35
24 H -3.92 -3.93 1.51
25 H -3.28 -2.71 2.60
26 H -2.22 -4.00 2.00
27 H -2.96 -3.98 -1.48
28 H -1.27 -4.00 -0.99
29 H -1.86 -2.74 -2.08
30 O 2.60 0.11 -1.15
31 N 3.00 -0.36 0.06
32 C 4.09 0.18 0.64
33 C 4.55 -0.30 1.83
34 C 3.88 -1.38 2.41
35 C 2.76 -1.90 1.81
36 C 2.27 -1.37 0.60
37 S 0.85 -1.97 -0.16
38 H 4.55 1.00 0.11
39 H 5.42 0.15 2.29
40 H 4.22 -1.80 3.35
41 H 2.20 -2.71 2.24
42 N 3.03 2.73 -1.61
43 C 1.92 3.54 -1.06
44 P 1.91 3.20 0.72
45 O 3.27 3.53 1.28
46 O 1.27 1.87 0.99
47 C 0.90 4.55 1.53
48 N 1.67 4.81 2.79
49 H 3.91 3.10 -1.27
50 H 3.04 2.79 -2.62
51 H 2.83 1.10 -1.22
52 H 0.98 3.21 -1.50
53 H 2.05 4.61 -1.25
54 H -0.13 4.27 1.77
55 H 0.91 5.46 0.93
56 H 1.62 5.78 3.10
57 H 2.65 4.52 2.51
58 H 1.37 4.21 3.55

The gap between HOMO and LUMO (spin up / spin down) is 5.80 / 6.44 eV. The value obtained for the energy above the lowest of the compared OMol25 structures with the same formula, charge and spin is 26.98 kJ/mol. Its electronic energy is -2509.774612 Ha. The multiplicity is 3. The charge is +1. The LUMO energy (spin up / spin down) comes out at -2.616 / -4.550 eV. The calculation puts the largest force on an atom at 0.3 eV Å⁻¹.


No. 8
DFT (ωB97M-V/def2-TZVPD) results for C17H30Cl3NO3P2Ti as an isolated structure.

Positions of all 57 atoms, in Å:
1 Ti 0.04 -0.34 0.27
2 P 2.62 -0.33 -0.17
3 P -2.63 0.04 0.17
4 N -0.02 0.56 -1.30
5 H 0.96 -1.91 1.43
6 C 3.11 -1.83 -1.08
7 H 4.20 -1.96 -1.09
8 H 2.75 -1.74 -2.12
9 H 2.63 -2.71 -0.62
10 C 3.68 -0.29 1.31
11 H 4.75 -0.26 1.02
12 H 3.49 -1.18 1.92
13 H 3.45 0.60 1.90
14 C 3.26 1.05 -1.18
15 H 4.36 1.10 -1.15
16 H 2.86 2.00 -0.78
17 H 2.93 0.95 -2.22
18 C -3.42 -1.38 -0.65
19 H -4.51 -1.35 -0.52
20 H -3.03 -2.32 -0.23
21 H -3.16 -1.35 -1.72
22 C -3.44 0.06 1.80
23 H -4.53 0.09 1.68
24 H -3.10 0.95 2.36
25 H -3.16 -0.83 2.37
26 C -3.35 1.47 -0.70
27 H -4.43 1.54 -0.51
28 H -3.16 1.37 -1.77
29 H -2.85 2.38 -0.33
30 C -0.05 1.38 -2.35
31 C -0.05 1.76 -4.78
32 C -0.09 0.89 -3.70
33 C -0.06 2.81 -2.18
34 C -0.04 3.66 -3.28
35 C -0.03 3.15 -4.58
36 H -0.04 1.34 -5.79
37 H -0.13 -0.20 -3.83
38 H -0.07 3.19 -1.16
39 H -0.02 4.74 -3.11
40 H -0.01 3.82 -5.44
41 C 0.02 -2.63 1.42
42 O -0.71 -2.06 0.33
43 C 0.32 -4.09 1.08
44 H 0.52 -4.66 1.99
45 H 1.19 -4.19 0.42
46 H -0.55 -4.54 0.59
47 C -0.72 -2.54 2.74
48 H -1.78 -2.82 2.62
49 H -0.69 -1.55 3.19
50 H -0.26 -3.24 3.46
51 Cl 0.99 2.98 4.95
52 C 0.46 1.57 4.06
53 Cl 1.59 0.20 4.32
54 Cl -1.20 1.09 4.54
55 C 0.41 1.83 2.50
56 O 0.61 2.94 2.05
57 O 0.12 0.75 1.81

The gap between HOMO and LUMO (spin up / spin down) is 6.94 / 6.93 eV. Its electronic energy is -3859.095117 Ha. The LUMO energy (spin up / spin down) comes out at 0.229 / 0.224 eV. The calculation puts the largest force on an atom at 4.7 eV Å⁻¹.